# 1
{"formula": "C7H12N", "method": "ωB97M-V/def2-TZVPD", "elements": ["C", "C", "C", "C", "C", "C", "C", "N", "H", "H", "H", "H", "H", "H", "H", "H", "H", "H", "H", "H"], "positions_angstrom": [[1.3750, 1.0705, 0.0769], [0.0922, 1.5580, -0.1141], [-1.0544, -0.2940, 1.0728], [1.7919, -0.2867, -0.1833], [-1.5468, -0.3748, -0.3001], [3.1697, -0.6139, -0.2346], [-2.9500, -0.5795, -0.7113], [-1.1309, 0.8707, 0.2652], [2.1256, 1.8131, 0.0109], [-0.0580, 2.6346, -0.2106], [-1.5545, -0.3710, 1.9696], [0.1217, -0.5386, 1.2965], [0.9682, -0.9576, -0.4624], [3.8320, 0.2477, -0.5560], [3.2859, -1.3186, -1.1025], [3.5667, -1.0192, 0.6626], [-3.0064, -0.2404, -1.7512], [-3.7102, 0.1409, -0.2333], [-3.2313, -1.6439, -0.6731], [-1.9906, 1.5640, 0.3454]], "forces_ev_per_angstrom": [[-1.0127, -2.3198, -1.9729], [0.6962, 1.4200, 1.0946], [4.5600, -2.4057, -0.0315], [-3.0811, 2.9526, 0.9309], [-1.0739, -1.3457, 1.5818], [2.3458, -0.1154, -3.0309], [-0.6311, 0.7938, -1.0468], [-1.5422, 4.3528, -1.6842], [0.7557, 0.6888, 0.2261], [-0.0737, -0.3999, 0.0656], [-1.7875, -0.1323, 1.5336], [-2.9714, 0.4920, -0.7086], [0.8136, -0.1743, 0.2003], [-0.8598, -0.6321, 0.7134], [0.2314, 0.0824, 1.0829], [0.4194, -0.6629, 0.7953], [-0.1469, -0.3596, -0.1894], [1.1112, -1.2406, 0.0243], [-0.0713, 0.6221, 0.2222], [2.3181, -1.6163, 0.1932]], "mulliken_charge": [-0.31, -0.40, -0.40, -0.10, 0.50, -1.16, -1.29, 0.10, 0.35, 0.34, 0.31, 0.23, 0.47, 0.34, 0.32, 0.26, 0.37, 0.33, 0.32, 0.42], "e_tot_ha": -328.1993, "e_homo_ha": [-0.437, -0.522], "spin_multiplicity": 1, "total_charge": 1, "homo_lumo_gap_ha": [0.22641, 0.35025]}

***

# 2
{"formula": "C7H12N", "method": "ωB97M-V/def2-TZVPD", "elements": ["C", "C", "C", "C", "C", "C", "C", "N", "H", "H", "H", "H", "H", "H", "H", "H", "H", "H", "H", "H"], "positions_angstrom": [[3.9298, 0.4083, 0.1110], [1.9747, -0.8958, 0.0129], [-0.7079, 0.2026, 0.1571], [0.6968, 0.3876, 0.0077], [-2.9153, 1.1602, -0.0747], [-2.5815, -1.3862, -0.0049], [-1.9980, -0.0470, -0.0034], [3.1756, -0.8058, 0.0478], [4.8330, 0.1087, 0.6415], [1.6210, -1.8899, -0.2072], [3.4947, 1.3037, 0.5704], [1.2178, 0.9268, 0.8734], [1.0696, 0.5803, -0.9401], [-2.2903, 2.1270, 0.0346], [-3.5706, 0.9545, -0.8647], [-3.6492, 1.0208, 0.8429], [-3.3520, -1.5692, 0.7230], [-1.9232, -2.1193, -0.0695], [-3.1160, -1.3720, -0.8861], [4.0909, 0.9046, -0.9717]], "forces_ev_per_angstrom": [[1.3308, 1.6975, -1.8196], [-1.9267, -2.6052, -0.2340], [0.5861, -1.1764, -0.8767], [-0.1083, -0.2466, 3.4031], [0.5139, 0.2136, 3.6919], [-2.1471, 2.2645, 0.7989], [2.7119, 1.9961, 1.3521], [0.1515, 2.3881, -0.1891], [0.3411, 0.7472, -0.4928], [-1.2143, -0.0600, 0.2025], [-0.5400, -0.5928, 0.6864], [-1.0005, -0.3384, -1.2056], [0.0934, 1.2303, -2.0832], [-1.6996, -1.4142, -0.6704], [-0.6570, 0.6681, -1.7760], [1.6531, 0.6289, -1.4416], [0.0400, 0.1716, 0.8100], [2.9850, -3.3714, 0.0505], [-1.3185, -0.3264, -2.3167], [0.2050, -1.8747, 2.1104]], "mulliken_charge": [-0.76, 0.04, -0.26, -0.56, -1.14, -1.44, 1.00, -0.21, 0.31, 0.42, 0.29, 0.31, 0.36, 0.36, 0.38, 0.33, 0.38, 0.44, 0.45, 0.30], "e_tot_ha": -328.2173, "e_homo_ha": [-0.521, -0.521], "spin_multiplicity": 1, "total_charge": 1, "homo_lumo_gap_ha": [0.30392, 0.30395]}

***

# 3
{"formula": "C7H12N2", "method": "ωB97M-V/def2-TZVPD", "elements": ["C", "C", "C", "C", "C", "C", "C", "H", "H", "H", "H", "H", "H", "H", "H", "H", "H", "H", "H", "N", "N"], "positions_angstrom": [[0.6959, -1.7383, 0.3305], [-1.3435, -1.3867, -0.2971], [-1.5118, 1.2602, -0.4978], [0.1935, 1.5165, -0.7601], [1.5284, -0.1245, 0.8489], [0.0981, 0.2924, 1.0166], [0.0024, 0.1243, -0.3735], [1.1641, -2.0387, -0.5613], [0.6945, -2.6824, 0.9048], [-1.2791, -2.1648, -1.0583], [-1.9219, -1.6270, 0.4978], [-1.7453, 1.3966, 0.5326], [-2.2455, 1.8862, -1.1869], [0.5607, 1.6547, -1.9150], [2.5713, 1.7226, -0.5190], [2.2225, 0.1138, 1.7183], [-0.4442, -0.3334, 1.6634], [-0.0478, 1.2057, 1.5305], [0.7300, -0.3239, -0.9463], [-1.5121, -0.0786, -0.9394], [1.5899, 1.3255, 0.0114]], "forces_ev_per_angstrom": [[0.3279, -1.0857, 0.7774], [2.5895, 0.1255, -1.9545], [-2.5849, 3.8843, -1.2389], [2.1599, -0.2020, -2.7505], [-1.2878, 1.3369, 1.1710], [0.9728, -1.5743, 5.6176], [-3.6425, 2.9806, -6.8549], [0.4602, -0.2927, -1.4532], [0.1493, 0.6802, 0.9086], [-0.3128, 0.2376, 0.0646], [-1.6261, -0.7429, 2.6741], [-0.3365, 0.6139, 0.6796], [1.7162, -1.0024, 1.4076], [-1.6596, -0.2191, 2.7461], [-3.8109, -1.8178, 1.5323], [-0.6389, -1.1104, -1.2013], [-0.8385, -1.4975, 0.3583], [0.2248, 1.6235, -0.4792], [0.4044, -1.7247, -1.0052], [3.6639, -2.4249, -0.0316], [4.0697, 2.2119, -0.9679]], "mulliken_charge": [-0.92, -0.35, -0.58, -0.07, -0.26, -0.21, -0.92, 0.43, 0.35, 0.38, 0.41, 0.30, 0.34, 0.24, 0.25, 0.43, 0.30, 0.27, 0.62, -0.50, -0.51], "e_tot_ha": -382.8333, "e_homo_ha": -0.294, "spin_multiplicity": 1, "homo_lumo_gap_ha": 0.32259}

***

# 4
{"formula": "C7H12N2", "method": "ωB97M-V/def2-TZVPD", "elements": ["C", "C", "C", "C", "C", "N", "C", "C", "N", "H", "H", "H", "H", "H", "H", "H", "H", "H", "H", "H", "H"], "positions_angstrom": [[-0.1041, -1.6048, -1.1401], [0.3055, -0.1997, -1.5219], [1.0899, -1.0046, -0.5250], [1.0705, -0.1449, 0.7433], [-0.0994, -0.3761, 1.6572], [-1.4170, 0.0449, 1.1165], [-1.4317, 1.0630, 0.0738], [-0.1438, 1.0399, -0.7666], [0.9169, 1.2306, 0.2551], [-1.0207, -1.7746, -0.5903], [0.1228, -2.4150, -1.8332], [0.6677, -0.0924, -2.5482], [2.0420, -1.4442, -0.7778], [2.0134, -0.2950, 1.2819], [0.0630, 0.2061, 2.5349], [-0.1941, -1.4145, 1.9839], [-1.9848, -0.7156, 0.7755], [-2.3687, 0.8552, -0.4697], [-1.5202, 2.0478, 0.5322], [-0.1902, 1.9323, -1.3803], [1.7475, 1.5445, -0.2341]], "forces_ev_per_angstrom": [[-0.9129, -0.4857, 0.0323], [0.0187, -0.7533, -1.0949], [0.7386, 0.3404, 0.2542], [0.4315, -0.3316, -0.4479], [-1.3090, -0.3029, -0.0191], [0.0707, -0.3451, 0.1400], [-0.2749, -0.8357, -0.0577], [-0.3041, 0.9304, 0.6104], [0.0092, 0.4660, 0.0335], [0.1641, 0.0071, 0.0377], [-0.1944, 0.3348, -0.0903], [-0.0920, 0.2070, 0.3967], [0.1454, 0.0025, -0.1389], [-0.2251, 0.2106, 0.0650], [0.2579, 0.4950, 0.8253], [0.1197, -0.0222, -0.1616], [0.3825, -0.2499, 0.3737], [0.4836, 0.3638, -0.2881], [0.1350, 0.1566, -0.1462], [0.1811, 0.0165, -0.4505], [0.1743, -0.2044, 0.1262]], "mulliken_charge": [-0.78, -0.32, -0.19, 0.04, -0.98, -0.49, -0.92, 0.02, -0.71, 0.07, 0.28, 0.31, 0.33, 0.59, 0.38, 0.37, 0.36, 0.38, 0.34, 0.63, 0.30], "e_tot_ha": -383.3758, "smiles": "C1[C@@H]2[C@H]1[C@@H]1CNC[C@H]2N1", "e_homo_ha": -0.304, "spin_multiplicity": 1, "homo_lumo_gap_ha": 0.34169}

***

# 5
{"formula": "C7H12N2O", "method": "ωB97M-V/def2-TZVPD", "elements": ["C", "C", "C", "C", "C", "C", "C", "H", "H", "H", "H", "H", "H", "H", "H", "H", "H", "H", "H", "N", "N", "O"], "positions_angstrom": [[-1.3687, -1.8722, -2.9581], [-0.3068, -0.3991, 0.0977], [-0.8168, 1.3974, 0.6330], [-0.0557, 0.1398, 1.8392], [0.7570, 1.0346, 0.2682], [1.2911, -0.3361, 0.0461], [1.8934, 0.6007, 1.3718], [-2.0420, -2.7275, -2.6392], [-0.7266, -2.4399, -3.7874], [-1.5528, -1.1539, -3.7977], [-1.7466, 1.1252, 0.9533], [-1.3219, 2.3075, 0.2319], [0.6021, -0.3811, 2.6240], [-1.0717, -0.3379, 1.9656], [1.3927, 1.8739, 0.2780], [0.3974, 1.6332, -0.5554], [1.5119, -1.1186, 0.9364], [2.1942, -0.0803, 2.3282], [2.7952, 1.2986, 1.1884], [-1.2372, -0.6610, -0.9959], [0.0094, 1.5201, 1.9814], [-0.5976, -1.4236, -2.0095]], "forces_ev_per_angstrom": [[-0.7019, -3.2043, -5.3907], [-3.2834, -1.0198, -2.3929], [1.1541, 3.2630, 1.0738], [-7.0222, -6.0344, 9.9398], [2.7604, 7.3258, -8.9353], [1.4805, -1.7471, 0.6551], [2.8490, 0.8052, 0.9603], [-0.2422, 1.6066, -0.5286], [-0.1444, 0.2838, 2.2506], [-1.7702, 0.2963, 1.2916], [-2.4269, -2.8327, 1.6369], [2.1288, 0.6976, -1.2896], [-1.1741, -0.1129, -0.9943], [0.3769, 0.7633, 1.0797], [1.9739, 1.4366, 0.5236], [0.7320, -1.1631, -3.7193], [-0.6419, 1.3813, -2.5448], [-1.0709, 1.6562, -1.3434], [-1.4211, -1.3342, -0.2474], [3.4048, 0.4106, 4.2494], [-0.5431, -3.8240, 0.5641], [3.5817, 1.3461, 3.1614]], "mulliken_charge": [-0.67, 0.53, -0.88, -0.59, -0.16, -0.79, -0.70, 0.30, 0.19, 0.28, 0.52, 0.42, 0.43, 0.40, 0.50, 0.43, 0.43, 0.26, 0.29, -0.63, -0.49, -0.09], "e_tot_ha": -457.6474, "e_homo_ha": -0.269, "spin_multiplicity": 1, "homo_lumo_gap_ha": 0.23368}